DFT (ωB97M-V/def2-TZVPD) results for an isolated molecule of C4H9NO2 in a non-equilibrium geometry.

Output
Spin multiplicity   1
Kohn-Sham gap   0.378 hartree
Largest force on an atom   6.0 eV Å⁻¹

Cartesian coordinates (Å):
C 2.06228 -0.35376 0.05406
C 0.54583 -0.42679 -0.00362
C 0.02774 -1.00809 1.40564
O 0.02015 -2.22768 1.50479
N -0.08634 0.96675 -0.08336
C -1.56822 0.80612 -0.31804
O -1.87980 0.12046 -1.56301
H 2.48605 -1.38425 0.10817
H 2.37063 0.32061 -0.83519
H 2.32393 0.11829 1.05142
H 0.15463 -1.11651 -0.68276
H -0.08335 -0.25057 2.29485
H 0.31760 1.59147 -0.85101
H -2.12556 0.37087 0.42534
H -1.92073 1.88044 -0.54578
H -2.64483 0.59264 -1.96152

Forces on the atoms, in the same order (eV/Å):
C -0.0068 0.8664 0.3022
C -1.2278 2.3803 3.2468
C 1.7677 -1.0310 -0.8083
O -0.5582 2.1242 0.5965
N -0.9282 -1.3399 -1.2559
C 2.1440 4.0255 -3.9296
O -0.3894 0.2697 0.0598
H -0.1275 0.8965 -0.6205
H 0.1270 -1.3937 1.5214
H 0.0023 -0.1247 -1.3064
H -0.4169 -0.8635 -1.5415
H -0.1468 -1.1746 -1.2917
H -0.7557 -1.5139 1.2864
H -0.7020 -1.0951 2.2499
H 0.3366 -1.4043 1.0928
H 0.8816 -0.6221 0.3980

***

DFT (ωB97M-V/def2-TZVPD) results for a 29-piece molecular cluster, H58O29 overall in a non-equilibrium geometry.

Output
Spin multiplicity   1
Kohn-Sham gap   0.307 hartree
Largest force on an atom   1.6 eV Å⁻¹

Cartesian coordinates (Å):
O -0.01455 0.48215 5.06630
H 0.34708 1.28728 5.43672
H -0.53876 0.77520 4.32094
O 3.93877 -2.96151 -0.53617
H 4.00038 -2.45799 0.27556
H 3.66359 -2.32320 -1.19424
O -2.36940 2.54877 0.76298
H -3.24572 2.70469 1.11509
H -1.89392 3.36173 0.93398
O 2.93549 -1.79111 1.97434
H 2.56373 -1.67405 2.84859
H 2.22788 -1.54651 1.37794
O -3.56781 0.42829 -3.78996
H -3.15665 0.97168 -4.46220
H -3.04185 0.57920 -3.00457
O 2.68104 2.18385 -2.96019
H 2.13880 2.83848 -3.40026
H 3.48062 2.14259 -3.48481
O 1.91307 -1.46652 4.64277
H 1.99605 -1.74279 5.55547
H 1.39281 -0.66398 4.68131
O 2.29790 4.23216 2.07135
H 3.20598 4.35632 1.79532
H 1.90208 3.71592 1.36918
O -1.59937 3.84515 -2.87973
H -2.06790 4.65202 -2.66604
H -2.17096 3.39286 -3.50017
O 0.63680 -0.01516 0.08148
H 0.22159 -0.57677 0.73602
H -0.08690 0.29352 -0.46370
O -0.99593 -0.91695 -5.60478
H -0.82357 -1.11101 -4.68345
H -0.63895 -0.03853 -5.73586
O 0.71151 3.72873 -4.21630
H -0.05091 3.77098 -3.63910
H 1.14390 4.57545 -4.10512
O -1.83205 0.52187 -1.15800
H -1.98132 1.31301 -0.64028
H -2.42003 -0.12959 -0.77573
O 1.92270 -2.03683 -3.91552
H 0.97662 -2.01237 -3.77212
H 2.28800 -1.52332 -3.19504
O 1.21323 -3.97922 -0.21845
H 2.13950 -3.73870 -0.23852
H 1.20258 -4.86248 0.15031
O 4.09520 1.44308 3.27339
H 4.74309 2.00368 2.84654
H 3.27554 1.93357 3.21163
O 5.76400 -0.97684 -2.49677
H 6.18238 -0.17665 -2.81437
H 4.89242 -0.69713 -2.21689
O -1.33238 0.95290 2.62955
H -2.10340 0.38982 2.56110
H -1.31180 1.43329 1.80188
O -0.70728 5.07551 0.06328
H -1.49958 5.34113 -0.40356
H -0.35792 4.34804 -0.45147
O 1.95404 2.56163 0.14886
H 2.33797 2.73772 -0.71010
H 1.44760 1.75883 0.02535
O 0.58656 -3.61831 3.12084
H 1.31828 -3.17524 3.55040
H 0.28214 -2.99476 2.46148
O 2.60733 -0.51446 -1.62128
H 2.03249 -0.32199 -0.88052
H 2.74111 0.33208 -2.04752
O -3.00799 -2.52691 -1.65383
H -3.79953 -2.33280 -1.15180
H -2.79488 -3.43173 -1.42552
O -4.38531 -0.67327 -0.10796
H -4.37133 -0.59779 0.84617
H -5.30906 -0.79849 -0.32529
O -0.62195 -2.41408 0.78731
H -1.43803 -2.90349 0.68381
H 0.04864 -2.98293 0.40922
O -3.76630 -0.29213 3.09933
H -4.57507 0.19133 2.93083
H -4.04974 -1.19779 3.22453
O -0.81674 -1.06886 -2.95769
H -0.95801 -0.34984 -2.34183
H -1.13114 -1.84592 -2.49556
O -2.48437 -1.01197 5.33668
H -3.04925 -0.55460 4.71382
H -1.59762 -0.73803 5.10246
O -2.92254 -4.28800 0.53088
H -2.68584 -4.80464 1.30113
H -3.87685 -4.34727 0.48615

Forces on the atoms, in the same order (eV/Å):
O 0.3881 -0.1716 0.4271
H 0.0678 0.2066 0.2553
H -0.1960 0.3048 -0.9259
O -0.2816 -0.6486 -0.0348
H 0.1130 0.2044 0.5401
H -0.0675 0.2908 -0.3252
O -0.2005 -0.0613 -0.5287
H -0.2731 -0.0630 0.1016
H 0.4884 0.6835 -0.0053
O 0.2263 -0.0956 -0.5777
H 0.1376 0.1798 0.6857
H -0.1447 0.0549 -0.2061
O -0.5549 0.3241 0.0536
H 0.1563 -0.1887 -0.3651
H 0.3215 -0.1811 0.3382
O 0.5846 -0.3252 0.7421
H -0.8671 0.2000 -0.4688
H 0.2729 -0.0958 -0.1155
O 0.5472 -0.4837 -0.1757
H 0.1023 -0.1636 0.1443
H -0.5923 0.5163 0.0153
O 0.0532 0.7031 1.0560
H 0.1494 0.0284 -0.0482
H -0.0063 -0.3618 -0.3715
O -0.0670 -0.0536 0.4398
H -0.1000 0.2906 -0.0400
H -0.2472 -0.2980 -0.2159
O 0.7597 0.8623 0.2820
H -0.4024 -0.5489 0.3179
H -0.5971 -0.2690 -0.4127
O -0.2562 0.0611 -1.0596
H -0.1224 0.0845 0.5881
H 0.2292 0.0758 -0.0805
O 0.9616 -0.1453 -0.3789
H -0.5771 0.0584 0.3569
H 0.0489 0.3806 -0.1655
O 0.1622 0.4220 -0.0984
H -0.2322 0.6849 0.2668
H -0.4060 -0.6627 0.0451
O 0.3016 -0.3997 -0.6362
H -0.1801 0.1667 0.1241
H -0.1177 0.1326 0.4042
O -0.6836 -0.3043 -0.1749
H 1.0808 0.4029 -0.1877
H -0.0248 -0.2097 0.1885
O 0.0971 -0.2531 0.2206
H 0.1360 0.0897 -0.1095
H -0.2772 0.2596 -0.1262
O 0.1995 -0.0920 -0.0875
H 0.1715 0.1483 -0.0924
H -0.3732 -0.0209 0.2257
O 0.5396 -0.2801 0.5260
H -0.2593 -0.2646 0.0814
H 0.0292 0.2255 -0.0724
O -0.2199 -0.0927 0.4115
H -0.1827 0.1987 -0.1148
H 0.3724 -0.2716 -0.2618
O -0.2460 0.1993 -0.4240
H 0.3062 0.0523 -0.4879
H -0.1829 -0.7470 0.3200
O -0.1745 -0.6336 0.1714
H 0.1173 0.1358 0.2643
H -0.2801 0.2066 -0.3267
O 1.0701 -0.2727 -0.5130
H -0.5822 -0.1659 0.5225
H -0.0774 0.4952 -0.3405
O 0.1509 -0.0046 -0.3861
H -0.0220 0.2700 0.1358
H 0.1985 -0.3034 0.0678
O -0.0022 0.0785 0.0493
H 0.2310 -0.0636 0.3999
H -0.3423 0.1262 -0.2957
O -0.7701 1.1486 0.7583
H -0.4604 -0.0316 -0.0414
H 1.0504 -0.7204 -0.6705
O -0.4397 0.0989 -0.7861
H -0.3090 0.3830 0.1849
H 0.0708 -0.5966 0.1194
O 0.7001 -0.4560 -0.2475
H -0.0190 0.1663 -0.0011
H -0.3399 -0.2288 0.1646
O -0.3386 -0.4387 0.2912
H 0.0957 0.2710 0.1857
H 0.4181 0.0168 0.2595
O 0.0418 0.1004 -0.0035
H 0.2363 -0.2735 0.2830
H -0.2891 -0.0472 -0.0283

***

DFT (ωB97M-V/def2-TZVPD) results for an isolated ion of composition C5H10N and charge +1 in a non-equilibrium geometry.

Output
Total charge   +1
Spin multiplicity   1
Kohn-Sham gap   0.380 hartree
Largest force on an atom   4.9 eV Å⁻¹

Cartesian coordinates (Å):
N -0.39939 -1.51955 -1.35638
C -0.23729 -0.29127 -0.45043
C 0.10766 -0.47074 1.39611
C 0.94165 0.81248 1.20492
C 0.62223 0.93649 -0.25603
C -0.81891 1.08747 -0.40427
H 0.33348 -2.18805 -1.04648
H -0.17727 -1.32492 -2.27645
H -1.36654 -1.90880 -1.39050
H 0.61070 -1.46556 1.32054
H -0.71209 -0.41101 2.10488
H 0.56389 1.73444 1.57748
H 1.98386 0.64962 1.52026
H 1.21938 1.50863 -0.96390
H -1.45516 1.41050 0.40637
H -1.21619 1.44027 -1.38612

Forces on the atoms, in the same order (eV/Å):
N -0.0570 0.5901 2.7443
C -0.6862 -0.3089 4.8307
C -0.2913 -0.8718 -3.7647
C 1.0900 -1.1909 -0.4601
C 1.9597 0.3236 -1.2433
C -2.5514 -0.3773 -2.5312
H -0.9529 0.0180 -0.0555
H 0.6905 0.8691 -2.7473
H 0.8404 0.1463 0.6280
H 0.0961 1.1225 1.0212
H -0.2709 -0.3831 -0.3606
H -0.3303 0.3805 1.3740
H -0.3150 0.3210 -0.3745
H 0.1462 -0.4772 -0.0289
H -0.0789 -0.2239 0.2159
H 0.7110 0.0622 0.7522

***

DFT (ωB97M-V/def2-TZVPD) results for a 2-piece molecular cluster, C5H12O overall in a non-equilibrium geometry.

Output
Spin multiplicity   1
Kohn-Sham gap (spin up / spin down)   0.305 / 0.291 hartree
Largest force on an atom   1.0 eV Å⁻¹

Cartesian coordinates (Å):
C -1.14837 -2.66748 0.43315
C -0.86501 -1.20402 0.10542
C 0.60600 1.53774 -0.63074
C -0.48305 2.52303 -0.39838
O 1.36466 1.21854 0.35979
C 2.29474 0.29669 0.43011
H -0.57065 -3.33317 -0.21746
H -0.87382 -2.89857 1.46809
H -2.20802 -2.91478 0.30695
H -1.44470 -0.53126 0.74831
H -1.12727 -0.97119 -0.93322
H 0.76100 1.01435 -1.57227
H -1.47688 2.06822 -0.52381
H -0.42528 3.37364 -1.09022
H -0.41572 2.90992 0.62275
H 2.86633 0.30552 1.34439
H 0.19812 -0.97696 0.25951
H 2.60016 -0.20268 -0.48331

Forces on the atoms, in the same order (eV/Å):
C -0.0048 -0.0752 0.0196
C 0.0008 0.0477 -0.0023
C -0.4637 0.1365 -0.8903
C 0.0050 0.0065 0.0360
O 0.0676 0.3334 0.9114
C 0.4724 -0.3847 -0.1349
H -0.0946 0.0766 0.0986
H -0.0448 0.0251 -0.1458
H 0.1506 0.0370 0.0110
H 0.0911 -0.0934 -0.0867
H 0.0504 -0.0427 0.1509
H -0.0420 0.0820 0.1135
H 0.1379 0.0654 0.0188
H -0.0072 -0.1352 0.0895
H -0.0064 -0.0532 -0.1394
H -0.0670 -0.0104 -0.1223
H -0.2284 -0.0587 -0.0502
H -0.0171 0.0432 0.1225